[1]
DFT (ωB97M-V/def2-TZVPD) results for a molecular structure, C31H50Br18ClN2Si at a distorted geometry.

Geometry (Å):
C1 -2.547 -1.371 -1.043
Si1 -1.490 -2.352 -2.261
C2 -2.474 -3.830 -2.856
C3 0.125 -2.927 -1.466
C4 -0.104 -3.628 -0.084
C5 1.058 -3.361 0.899
C6 0.734 -2.970 2.371
C7 -0.727 -2.970 2.796
C8 -1.486 -1.720 2.297
C9 -1.578 -0.591 3.329
C10 -1.896 0.775 2.702
C11 -0.689 1.676 2.297
C12 -1.253 3.086 1.980
C13 -0.744 3.758 0.689
C14 0.594 4.511 0.884
C15 1.830 3.779 0.319
C16 2.480 4.485 -0.879
N1 3.469 3.629 -1.555
C17 0.048 0.986 1.211
N2 1.149 0.461 1.605
C18 1.452 0.696 3.023
C19 0.471 1.821 3.323
Cl1 0.090 2.117 4.999
C20 -1.171 -1.165 -3.687
C21 -0.044 -0.348 -3.774
C22 0.118 0.541 -4.826
C23 -0.862 0.639 -5.797
C24 -1.979 -0.172 -5.752
C25 -2.122 -1.059 -4.699
H1 -3.398 -0.905 -1.535
H2 -2.867 -2.015 -0.223
H3 -1.900 -0.596 -0.618
H4 -3.169 -3.592 -3.660
H5 -3.064 -4.238 -2.032
H6 -1.825 -4.633 -3.214
H7 0.763 -2.045 -1.369
H8 0.548 -3.649 -2.166
H9 -1.078 -3.313 0.284
H10 -0.099 -4.692 -0.314
H11 1.721 -2.601 0.476
H12 1.670 -4.262 0.935
H13 1.270 -3.661 3.024
H14 1.175 -1.994 2.589
H15 -0.789 -2.957 3.887
H16 -1.269 -3.853 2.457
H17 -2.510 -2.019 2.066
H18 -1.038 -1.372 1.362
H19 -0.717 -0.534 3.994
H20 -2.429 -0.818 3.974
H21 -2.452 1.369 3.429
H22 -2.534 0.646 1.824
H23 -2.342 3.062 1.947
H24 -0.999 3.753 2.805
H25 -0.696 3.082 -0.169
H26 -1.490 4.506 0.412
H27 0.537 5.513 0.461
H28 0.728 4.618 1.961
H29 2.589 3.659 1.102
H30 1.573 2.767 -0.015
H31 1.691 4.709 -1.595
H32 2.976 5.389 -0.525
H33 2.952 2.918 -2.065
H34 3.988 3.105 -0.855
H35 -0.299 0.896 0.188
H36 1.767 -0.058 0.992
H37 2.506 0.947 3.145
H38 1.309 -0.183 3.651
H39 0.999 2.718 2.987
H40 0.714 -0.407 -3.000
H41 0.980 1.192 -4.864
H42 -0.753 1.359 -6.599
H43 -2.738 -0.091 -6.518
H44 -3.012 -1.677 -4.680
C26 -5.663 -3.629 1.389
Br1 -7.132 -4.682 0.753
Br2 -3.966 -4.373 0.849
Br3 -5.829 -1.784 0.864
H45 -5.690 -3.654 2.469
C27 3.571 4.700 5.482
Br4 3.666 2.808 5.825
Br5 2.574 5.061 3.871
Br6 2.868 5.659 6.983
H46 4.581 5.047 5.315
C28 6.679 2.689 3.049
Br7 5.182 1.612 2.476
Br8 8.313 2.100 2.244
Br9 6.348 4.556 2.738
H47 6.769 2.551 4.117
C29 -1.308 5.583 -3.573
Br10 -0.244 6.551 -2.299
Br11 -0.729 3.752 -3.729
Br12 -3.181 5.691 -3.168
H48 -1.156 6.054 -4.534
C30 4.297 -1.398 -6.029
Br13 5.340 0.075 -6.691
Br14 2.564 -0.806 -5.400
Br15 4.127 -2.798 -7.333
H49 4.827 -1.811 -5.184
C31 -3.632 -8.784 -0.134
Br16 -2.664 -7.308 -0.909
Br17 -5.373 -8.238 0.464
Br18 -3.720 -10.274 -1.339
H50 -3.078 -9.104 0.737

Values from the calculation:
spin multiplicity	1
strongest force on any atom	1.31	eV Å⁻¹
LUMO energy	-3.714	eV
net charge	+1



[2]
DFT (ωB97M-V/def2-TZVPD) results for a molecular structure, C20H40O25S4 at a distorted geometry.

Geometry (Å):
C1 8.508 15.652 18.806
C2 9.064 16.584 17.701
O1 10.194 15.965 17.098
C3 10.040 15.379 15.908
O2 9.142 15.581 15.146
O3 11.197 14.797 15.537
C4 12.319 14.727 16.520
H1 9.363 15.336 19.412
H2 8.081 14.792 18.293
H3 7.841 16.035 19.526
H4 9.481 17.497 18.102
H5 8.283 16.948 17.064
H6 12.756 15.707 16.698
H7 13.050 14.130 16.031
H8 12.096 14.201 17.459
C5 12.137 23.932 15.953
C6 11.970 22.777 14.924
O4 10.576 22.466 14.710
C7 10.254 21.292 14.172
O5 11.071 20.455 13.820
O6 8.948 21.118 14.143
C8 8.435 19.914 13.626
H9 11.628 24.897 15.632
H10 13.212 23.958 16.120
H11 11.747 23.589 16.936
H12 12.396 21.931 15.450
H13 12.458 23.133 14.031
H14 9.097 19.308 13.017
H15 7.497 20.182 13.096
H16 8.354 19.285 14.516
C9 8.143 12.916 11.045
C10 8.945 11.939 11.842
O7 10.032 11.345 10.980
C11 10.915 10.462 11.538
O8 10.892 10.021 12.625
O9 11.730 10.125 10.506
C12 12.730 9.159 10.780
H17 7.712 12.504 10.128
H18 8.907 13.660 10.678
H19 7.360 13.355 11.620
H20 8.393 11.113 12.223
H21 9.354 12.474 12.704
H22 12.286 8.175 10.750
H23 13.168 9.269 11.769
H24 13.511 9.190 10.008
C13 10.478 19.576 10.329
C14 10.938 19.059 9.020
O10 9.882 18.143 8.593
S1 8.739 17.969 9.563
O11 8.342 16.597 9.672
O12 7.667 18.869 9.312
O13 9.628 18.462 10.777
H25 9.727 20.385 10.174
H26 11.140 19.720 11.126
H27 11.827 18.538 9.021
H28 11.061 19.815 8.206
C15 11.445 12.531 6.408
C16 11.199 12.336 7.966
O14 10.026 13.167 8.285
S2 9.170 13.384 6.999
O15 8.467 14.628 6.901
O16 8.489 12.179 6.633
O17 10.445 13.461 6.045
H29 11.291 11.632 5.862
H30 12.337 13.062 6.178
H31 11.929 12.956 8.506
H32 11.139 11.241 8.269
C17 10.811 16.259 12.577
C18 11.066 14.782 12.553
O18 12.158 14.492 11.594
S3 13.007 15.821 11.545
O19 13.644 15.873 10.264
O20 13.748 16.114 12.702
O21 11.745 16.706 11.493
H33 11.085 16.715 13.533
H34 9.889 16.649 12.195
H35 10.259 14.214 12.051
H36 11.257 14.431 13.495
C19 14.070 18.220 14.592
C20 14.251 19.732 14.802
O22 13.524 19.950 16.018
S4 12.475 18.788 16.434
O23 11.188 19.312 16.535
O24 12.922 18.045 17.606
O25 12.733 17.987 14.986
H37 14.752 17.547 15.162
H38 14.107 17.892 13.563
H39 13.767 20.280 13.965
H40 15.295 19.982 15.018

Values from the calculation:
spin multiplicity	1
strongest force on any atom	3.92	eV Å⁻¹
LUMO energy	0.240	eV
net charge	0



[3]
DFT (ωB97M-V/def2-TZVPD) results for C4H4N2OS in the gas phase at a distorted geometry.

Geometry (Å):
C1 -2.127 2.148 0.214
C2 -1.149 1.464 0.081
C3 0.122 0.732 0.009
N1 1.292 1.256 -0.184
N2 2.383 0.623 -0.383
C4 0.025 -0.762 0.138
O1 1.046 -1.308 0.819
S1 -1.221 -1.693 -0.352
H1 -2.934 2.854 0.297
H2 3.189 1.118 -0.673
H3 2.451 -0.420 -0.588
H4 1.511 -0.644 1.356

Values from the calculation:
spin multiplicity	1
strongest force on any atom	4.14	eV Å⁻¹
LUMO energy	-0.383	eV
net charge	0



[4]
DFT (ωB97M-V/def2-TZVPD) results for 5 unconnected molecules or ions with the total composition C33H43BrIN2O at a distorted geometry.

Geometry (Å):
C1 -1.962 -3.926 3.370
C2 -2.379 -2.327 3.344
C3 -2.032 -1.596 1.881
Br1 -3.221 -0.026 1.614
N1 -0.519 -1.293 1.823
C4 -0.139 -0.036 2.601
C5 1.246 -0.271 3.514
C6 0.905 -0.301 5.139
I1 0.236 1.661 5.903
N2 0.032 -1.430 0.587
C7 1.447 -1.874 0.517
C8 -0.471 -0.580 -0.510
C9 -0.750 -1.331 -1.981
O1 -0.733 0.738 -0.520
H1 -1.294 -4.211 4.311
H2 -2.866 -4.660 3.210
H3 -1.239 -4.079 2.431
H4 -1.803 -1.790 4.241
H5 -3.541 -2.296 3.592
H6 -2.224 -2.434 1.069
H7 -0.105 -2.080 2.414
H8 -0.950 0.262 3.425
H9 0.090 0.897 1.937
H10 1.983 0.619 3.307
H11 1.749 -1.328 3.279
H12 1.899 -0.590 5.693
H13 0.085 -1.101 5.416
H14 1.788 -1.808 -0.625
H15 2.238 -1.258 1.116
H16 1.518 -3.019 0.822
H17 -1.437 -0.654 -2.685
H18 -1.222 -2.392 -1.834
H19 0.297 -1.413 -2.531
C10 4.220 -3.940 -3.470
C11 4.071 -2.850 -2.614
C12 3.542 -1.652 -3.095
C13 3.153 -1.549 -4.431
C14 3.299 -2.641 -5.286
C15 3.836 -3.835 -4.807
H20 4.635 -4.872 -3.096
H21 4.367 -2.932 -1.572
H22 3.432 -0.800 -2.430
H23 2.736 -0.617 -4.805
H24 2.994 -2.560 -6.327
H25 3.955 -4.684 -5.475
C16 -3.055 -4.494 -6.250
C17 -2.705 -3.161 -6.032
C18 -3.030 -2.542 -4.826
C19 -3.697 -3.260 -3.832
C20 -4.043 -4.593 -4.048
C21 -3.726 -5.209 -5.258
H26 -2.804 -4.974 -7.192
H27 -2.180 -2.604 -6.804
H28 -2.764 -1.502 -4.659
H29 -3.946 -2.779 -2.889
H30 -4.560 -5.153 -3.272
H31 -4.000 -6.247 -5.428
C22 3.471 7.088 6.860
C23 3.555 6.578 5.565
C24 2.821 5.446 5.212
C25 1.994 4.830 6.152
C26 1.908 5.343 7.446
C27 2.649 6.469 7.802
H32 4.046 7.969 7.136
H33 4.194 7.062 4.831
H34 2.892 5.044 4.205
H35 1.419 3.951 5.876
H36 1.263 4.863 8.178
H37 2.586 6.865 8.812
C28 -1.076 4.487 -1.900
C29 -1.334 5.677 -2.580
C30 -2.183 5.679 -3.686
C31 -2.783 4.492 -4.107
C32 -2.527 3.303 -3.425
C33 -1.671 3.299 -2.325
H38 -0.412 4.485 -1.040
H39 -0.873 6.604 -2.248
H40 -2.379 6.606 -4.220
H41 -3.448 4.494 -4.967
H42 -2.996 2.378 -3.753
H43 -1.468 2.371 -1.797

Values from the calculation:
spin multiplicity	1
strongest force on any atom	8.49	eV Å⁻¹
LUMO energy	-3.237	eV
net charge	+1